# 1
49
Properties=species:S:1:pos:R:3 method="wB97M-V/def2-TZVPD" multiplicity=1 relative_energy_kcal_mol=31.2 charge=+1 energy_ev=-27985.507
C -2.348 -0.045 -0.930
H 2.431 3.010 1.465
H -1.116 1.110 4.085
C -1.595 0.984 -0.385
C 1.793 -0.406 -1.322
H -1.706 2.044 -0.452
N -4.040 1.320 -1.958
O -1.826 -1.295 -3.325
H 2.050 -2.190 -2.571
H -2.360 -2.091 -3.216
H -2.072 0.691 -3.528
H -4.655 1.430 -2.755
H 1.101 4.104 1.879
C -3.413 0.015 -1.970
C 1.147 2.297 3.075
C -0.706 0.597 3.219
H 0.413 -3.456 -1.207
C 2.101 -3.063 -0.063
N 2.130 -0.642 0.063
C -2.693 -0.185 -3.330
C 1.281 -1.726 -1.952
H 0.395 -1.543 -2.567
C 1.559 -0.138 1.202
H 2.499 3.961 2.936
H 3.791 -1.745 -0.511
N -0.761 -0.949 0.187
H 1.049 0.380 -1.425
H 2.693 -0.073 -1.851
N 0.921 -2.645 -0.852
H -3.440 -0.272 -4.126
H -1.528 0.109 2.700
O 1.897 -0.551 2.283
C 0.500 0.957 1.004
H -4.104 -0.834 -1.813
C 1.832 3.406 2.283
H 2.670 -3.818 -0.608
H 1.880 1.553 3.383
C 2.967 -1.816 0.201
H 1.750 -3.493 0.876
H -0.719 2.375 2.021
N -1.792 -1.202 -0.551
H 0.225 -2.066 -0.224
H 0.717 2.730 3.979
C 0.006 1.606 2.320
H 3.375 -1.838 1.212
H -4.598 1.445 -1.120
N -0.612 0.368 0.294
H -0.011 -0.160 3.568
H 0.924 1.750 0.376



# 2
14
Properties=species:S:1:pos:R:3 method="wB97M-V/def2-TZVPD" multiplicity=1 relative_energy_kcal_mol=107.2 charge=+1 energy_ev=-6793.440
N -1.716 0.015 -0.016
H 0.926 -0.034 -1.610
H 3.035 0.820 -0.016
C 0.560 -1.329 0.231
H 1.494 1.706 -0.229
C -0.620 -0.387 0.168
H 0.980 -1.495 1.149
H 1.765 0.482 1.295
C -2.929 0.476 -0.078
H -3.487 0.366 -0.969
C 1.126 -0.186 -0.500
C 1.953 0.781 0.204
H -3.420 0.965 0.693
H 0.332 -2.179 -0.323



# 3
69
Properties=species:S:1:pos:R:3 method="wB97M-V/def2-TZVPD" multiplicity=1 relative_energy_kcal_mol=11.5 charge=-1 energy_ev=-129739.310
H 1.793 -1.130 -4.628
H -1.555 1.391 -2.500
C -3.429 2.417 -2.586
F 1.476 -4.423 -1.716
H -5.279 3.495 -2.383
C 0.807 3.714 -0.043
Si -0.639 1.278 0.267
C 1.040 -1.335 4.009
H 0.111 4.114 0.688
H 1.328 -2.824 -4.460
F -2.152 -7.142 -0.646
H 0.840 2.885 4.805
O 1.129 -1.554 -2.082
F -2.134 -2.765 0.939
N -0.952 -1.375 -2.934
H 0.823 -0.274 3.951
H -2.698 0.472 4.716
H -3.514 2.320 -3.662
O 2.356 -0.162 0.904
H -1.272 -1.056 -2.021
C -1.896 0.984 4.197
H 3.271 2.378 -2.688
C 0.385 -1.535 -3.077
C 0.953 -1.797 -4.435
F 4.197 -0.683 -1.457
C -1.430 -3.697 0.237
C -0.201 -3.399 -0.342
O 2.789 -2.486 0.464
F -3.287 -5.104 0.754
C -4.419 3.082 -1.870
C 2.576 2.760 -1.949
C 2.653 4.085 -1.541
C -1.799 0.901 2.813
C 0.284 -4.491 -1.047
C -0.760 1.533 2.115
C -1.531 -5.948 -0.557
H -1.025 1.774 5.995
H 0.211 -1.678 -5.226
C 4.648 -0.746 -0.206
H 2.104 -1.537 4.020
F 5.125 0.456 0.126
C -2.329 1.889 -1.922
Ti 0.921 -1.604 -0.179
O -0.518 -0.287 -0.121
H -5.059 3.739 0.069
O 4.083 -1.336 2.236
C -2.092 -4.913 0.155
H 1.809 5.599 -0.269
H 1.593 0.877 -1.717
S 3.367 -1.231 1.003
C -0.323 -5.733 -1.171
H -2.530 0.308 2.270
H 1.033 2.698 2.364
Cl 0.318 -1.981 5.506
C 1.619 1.915 -1.397
Cl 0.346 -2.105 2.564
H -3.113 2.798 1.238
C -2.187 1.999 -0.532
F 0.244 -6.729 -1.884
H 3.405 4.743 -1.960
C 0.090 2.335 4.249
F 5.639 -1.641 -0.162
C -4.296 3.217 -0.496
C 0.721 2.370 -0.426
C 0.191 2.234 2.864
C -0.954 1.712 4.915
C 1.762 4.565 -0.588
H -1.475 -1.020 -3.717
C -3.190 2.681 0.162



# 4
14
Properties=species:S:1:pos:R:3 method="wB97M-V/def2-TZVPD" multiplicity=1 relative_energy_kcal_mol=108.7 energy_ev=-8368.567
O -1.319 0.584 -0.991
H -0.144 2.085 0.850
H 1.716 -0.626 -0.011
H 0.701 0.698 1.731
H -0.185 -1.664 1.220
C 0.129 1.039 0.876
H 1.162 -0.370 -1.715
H -0.800 -1.987 -0.414
O 1.525 1.368 -0.613
C -0.842 -1.296 0.431
C -0.435 0.082 -0.022
C 1.216 0.072 -0.700
H -0.856 1.302 -1.450
H -1.867 -1.286 0.808



# 5
36
Properties=species:S:1:pos:R:3 method="wB97M-V/def2-TZVPD" multiplicity=1 relative_energy_kcal_mol=10.1 energy_ev=-27402.943
C -2.499 -0.166 1.258
O 0.287 -0.994 2.546
H 0.763 -0.253 4.559
H -1.728 -1.827 0.446
H -3.348 -3.433 1.252
O 0.400 0.874 -4.080
H 4.259 1.838 0.211
C -3.471 -2.382 1.552
C -0.654 1.219 2.125
H 1.133 -1.478 -1.673
O -3.392 0.320 1.974
N -2.501 -1.482 0.968
H 1.494 -0.905 -4.061
H -4.464 -2.131 1.148
O 2.528 -0.020 0.378
C 2.753 0.560 -0.672
H 4.717 1.148 -1.342
H -1.693 1.606 0.336
H 0.588 -0.191 0.395
N 2.077 0.382 -1.779
H -3.451 -2.261 2.658
C -0.405 -0.025 -1.304
O 0.229 0.449 4.229
H -1.346 1.724 2.741
N -0.300 0.059 0.007
C 3.885 1.566 -0.789
H 2.307 1.007 -2.573
C -1.326 0.724 0.847
H -0.187 -1.049 -3.806
O -1.431 0.273 -1.911
H 3.526 2.477 -1.245
C 0.660 -0.447 -3.544
H -0.352 1.246 -3.595
H 0.120 1.946 1.849
C 0.871 -0.475 -2.051
C -0.050 0.103 2.944



# 6
13
Properties=species:S:1:pos:R:3 method="wB97M-V/def2-TZVPD" multiplicity=1 relative_energy_kcal_mol=41.8 charge=+1 energy_ev=-11293.647
C 0.114 -0.717 -0.247
C -0.706 0.094 -1.214
C 0.775 1.582 0.591
H -0.363 -1.656 -0.026
H 1.404 -0.252 1.535
H -0.306 0.181 1.554
N -0.619 2.365 -1.810
N -0.367 1.481 -0.967
H 0.965 -0.968 -0.727
O 1.257 2.540 0.959
C 0.512 0.222 0.900
O -1.585 -0.129 -2.005
H -1.118 2.064 -2.604